Entry 1:
Density functional theory data (ωB97M-V/def2-TZVPD) for the molecule C4H7NO.

relative energy (zero: lowest compared OMol25 entry of this formula, charge and spin)	67.3	kcal per mole
E_HOMO	-9.887	eV
total charge	0
energy	-286.524407	hartree
HOMO-LUMO gap	10.79	eV

Atoms and positions in Å:
C 0.50147 -0.67010 0.49390
C -0.92749 -0.83191 -0.07383
O -1.83090 0.17793 0.35724
C -0.68605 1.98386 -0.40624
N 0.41987 1.59169 -0.42846
C 1.28333 0.47413 -0.16056
H 0.41443 -0.50262 1.57267
H 1.08512 -1.59315 0.35268
H -0.87503 -0.92004 -1.17110
H -1.32231 -1.79124 0.29669
H -1.86948 1.07805 -0.17726
H 2.10200 0.83078 0.46755
H 1.70505 0.17263 -1.12328

Forces on atoms 1 to 2 (eV/Å):
C -0.09 0.16 0.03
C 0.09 0.01 -0.10

Atomic partial charges in e from the Mulliken method, atoms 1 to 6:
1 C -0.376
2 C -0.487
3 O -0.537
4 C -0.164
5 N -0.097
6 C -0.526

***

Entry 2:
Density functional theory data (ωB97M-V/def2-TZVPD) for a structure of composition C12H19NOTi.

relative energy (zero: lowest compared OMol25 entry of this formula, charge and spin)	0.0	kcal per mole
E_HOMO (spin up / spin down)	-7.145 / -7.146	eV
total charge	0
energy	-1448.112379	hartree
HOMO-LUMO gap (spin up / spin down)	7.34 / 7.34	eV

Atoms and positions in Å:
C -2.29968 0.82052 -0.16822
C -1.26960 1.61107 -0.78668
C -0.43945 2.15404 0.24772
C -0.93900 1.67859 1.50958
C -2.07858 0.84533 1.25397
Ti -0.30236 -0.17408 0.26371
C -0.03983 -0.77011 -1.80405
C -0.90486 -1.92107 -1.38231
C -1.50149 -2.77456 -2.28882
N -1.08358 -1.96891 -0.01865
H 0.37221 2.86467 0.10079
H -1.15417 1.80647 -1.84856
H -0.57317 1.96954 2.49198
H -2.71947 0.39276 2.00879
H -3.12918 0.33005 -0.67501
H -0.46297 -0.17602 -2.62175
H -1.57559 -2.75364 0.39698
H 1.01473 -1.03118 -1.97919
H -1.37557 -2.53714 -3.34309
H -2.11342 -3.61325 -1.96315
C 3.22361 0.53216 -0.00755
C 2.61442 0.28234 1.36926
C 3.33362 -0.84668 2.09620
C 2.71031 1.55192 2.21112
O 1.24529 -0.12626 1.21261
H 4.26134 0.87473 0.09227
H 2.65903 1.29750 -0.55536
H 3.21201 -0.38714 -0.60551
H 4.40595 -0.63133 2.17746
H 2.92738 -0.95825 3.10893
H 3.19899 -1.79775 1.56668
H 2.13495 2.37568 1.77221
H 2.34079 1.36334 3.22641
H 3.75944 1.87151 2.29020

Forces on atoms 1 to 2 (eV/Å):
C 0.25 1.02 0.44
C -0.63 0.20 0.70

Atomic partial charges in e from the Mulliken method, atoms 1 to 6:
1 C -0.316
2 C -0.688
3 C -0.233
4 C -0.617
5 C -0.363
6 Ti 0.558

***

Entry 3:
Density functional theory data (ωB97M-V/def2-TZVPD) for the molecule CH2N4O.

SMILES string	Oc1nn[nH]n1
relative energy (zero: lowest compared OMol25 entry of this formula, charge and spin)	46.9	kcal per mole
E_HOMO	-10.607	eV
total charge	0
energy	-333.473055	hartree
HOMO-LUMO gap	11.21	eV

Atoms and positions in Å:
C 0.59189 0.29130 -0.40523
H 1.25901 -0.95045 -1.78897
H -1.48368 0.89192 1.74722
N 0.30927 -0.99328 0.06968
N -0.59557 -0.90145 1.03328
N -0.99629 0.34665 0.99921
N -0.25665 1.14368 0.03672
O 1.17202 0.17163 -1.69191

Forces on atoms 1 to 2 (eV/Å):
C -1.86 -4.52 -3.28
H -0.28 4.74 0.59

Atomic partial charges in e from the Mulliken method, atoms 1 to 6:
1 C 0.619
2 H 0.432
3 H 0.291
4 N -0.226
5 N -0.370
6 N 0.233

***

Entry 4:
Density functional theory data (ωB97M-V/def2-TZVPD) for a cluster of 6 separate species, C25H54ClNO9P in total.

relative energy (zero: lowest compared OMol25 entry of this formula, charge and spin)	276.9	kcal per mole
E_HOMO	-11.890	eV
total charge	+1
energy	-2517.820677	hartree
HOMO-LUMO gap	6.83	eV

Atoms and positions in Å:
C 0.43540 5.03488 2.30977
C 0.17508 4.18066 3.68456
C -0.41463 2.66708 3.46363
C 0.12299 1.89920 2.11849
O 1.48840 1.33866 2.23318
C 2.29388 1.60832 1.03222
C 1.81218 1.26830 -0.52443
N 2.61562 1.58151 -1.76764
C 3.96103 2.25369 -1.60543
C 4.64708 2.63455 -0.14587
C 3.79399 2.30349 1.25194
C 4.45397 2.66486 2.70869
O 4.18026 3.86250 3.26846
O 5.38742 1.70417 3.38554
P 4.41686 0.66742 4.45002
O 3.02059 1.59870 4.97268
Cl 3.73954 -1.04489 3.36681
H -0.52314 5.49765 1.82115
H 1.03974 4.45706 1.48592
H 1.12154 5.96180 2.61762
H 1.14369 4.23447 4.35177
H -0.66155 4.77767 4.29172
H -0.14209 2.05210 4.43644
H -1.58763 2.72765 3.42769
H -0.59481 0.95763 1.96627
H -0.03242 2.55031 1.13010
H 0.74875 0.74239 -0.61047
H 2.19294 1.33499 -2.71288
H 4.55567 2.52196 -2.59474
H 5.72456 3.14508 -0.11748
H 2.19537 1.00594 4.96698
C -1.58120 -3.19637 1.99992
C -0.82271 -2.17473 2.83216
C -0.19557 -2.81574 4.05986
O -1.71615 -1.14292 3.24246
H -2.39776 -3.64401 2.57766
H -2.03754 -2.71858 1.12638
H -0.91780 -3.99583 1.65551
H -0.04224 -1.70867 2.22098
H -0.96296 -3.24986 4.71065
H 0.33653 -2.06643 4.65576
H 0.50943 -3.60378 3.77729
H -2.41266 -1.54765 3.78575
C -5.91314 -0.55802 2.31590
C -5.22332 -1.91291 2.30510
C -6.22853 -3.04548 2.16993
O -4.48642 -2.07725 3.51389
H -6.60173 -0.47559 3.16441
H -5.17856 0.24687 2.42614
H -6.47630 -0.39439 1.39182
H -4.50783 -1.95495 1.47673
H -6.92829 -3.05128 3.01325
H -5.71894 -4.01500 2.17605
H -6.80117 -2.95652 1.24147
H -5.11379 -2.04119 4.25499
C 1.95781 -6.06590 2.67054
C 3.33252 -5.92299 2.03694
C 4.43585 -6.02572 3.07788
O 3.42026 -4.66198 1.37863
H 1.77939 -5.27075 3.40321
H 1.17322 -5.97755 1.91144
H 1.85289 -7.03301 3.17208
H 3.46997 -6.69979 1.27695
H 4.34533 -5.22916 3.82499
H 5.41895 -5.90871 2.60937
H 4.40533 -6.99163 3.59166
H 3.29929 -3.96612 2.04590
C -1.51750 2.74031 -4.28851
C -0.82767 1.38543 -4.29931
C -1.83289 0.25286 -4.43448
O -0.09077 1.22108 -3.09052
H -2.20609 2.82275 -3.44000
H -0.78292 3.54521 -4.17827
H -2.08066 2.90395 -5.21259
H -0.11218 1.34339 -5.12768
H -2.53264 0.24706 -3.59116
H -1.32329 -0.71666 -4.42836
H -2.40552 0.34182 -5.36294
H -0.71814 1.25715 -2.34942
C -0.20874 3.59916 -9.25630
C -0.14081 2.44132 -8.27321
C 0.32530 1.16379 -8.95299
O -1.42976 2.22970 -7.70309
H -0.92177 3.38842 -10.06134
H -0.55746 4.50886 -8.75586
H 0.77148 3.79755 -9.70091
H 0.54231 2.69311 -7.45476
H -0.36879 0.86667 -9.74725
H 0.35752 0.33624 -8.23619
H 1.32155 1.28907 -9.38850
H -2.04300 2.00561 -8.42270

Forces on atoms 1 to 2 (eV/Å):
C 0.82 0.93 0.35
C -0.69 0.89 0.01

Atomic partial charges in e from the Mulliken method, atoms 1 to 6:
1 C -0.817
2 C -0.435
3 C -0.453
4 C -0.354
5 O 0.036
6 C 0.155

***

Entry 5:
Density functional theory data (ωB97M-V/def2-TZVPD) for a cluster of 2 separate species, C37H46F19IN2O4S2 in total.

relative energy (zero: lowest compared OMol25 entry of this formula, charge and spin)	277.9	kcal per mole
E_HOMO	-3.501	eV
total charge	0
energy	-4838.674769	hartree
HOMO-LUMO gap	1.52	eV

Atoms and positions in Å:
C 2.39879 -3.50963 0.08882
C 2.18994 -2.91816 -1.17471
C 2.40115 -1.38273 -1.56328
C 3.99203 -1.23053 -1.43909
C 4.85667 -2.15549 -2.41457
O 5.26865 -1.61033 -3.48926
C 5.23556 -3.67819 -2.19609
C 5.97845 -4.28381 -0.98515
C 6.25136 -5.82889 -0.86677
C 5.75330 -6.77642 -2.01325
C 5.00615 -6.21112 -3.25163
C 4.77144 -4.68092 -3.30976
C 1.64594 -0.49952 -0.43975
S 2.48291 1.11972 0.08438
C 0.27265 0.01041 -1.17521
C -1.04283 0.14492 -0.28927
F -0.63022 0.99975 0.80698
F -2.11837 0.85021 -0.89117
C -1.64363 -1.14957 0.40489
F -0.66293 -2.09801 0.85937
F -2.65708 -1.78241 -0.41122
C -2.45765 -0.79659 1.77643
F -3.24330 0.37130 1.67278
F -1.52551 -0.77319 2.85313
C -3.51690 -1.97595 2.15669
F -4.77562 -1.79018 1.53388
F -3.76570 -1.80131 3.55982
F -2.99843 -3.27235 2.01718
N 0.19143 -0.34638 -2.66354
C 0.07445 0.82010 -3.63891
C -1.38689 1.30223 -4.05013
C -1.51173 2.91568 -4.29771
C -2.74657 3.48447 -3.45298
C -4.19527 3.21409 -4.14802
F -3.93231 2.48699 -5.34114
F -4.61768 4.52864 -4.57684
C -5.20455 2.52063 -3.12899
F -4.59612 1.51894 -2.29854
F -5.62529 3.54150 -2.21112
S -6.75029 1.74230 -3.85769
F -5.90687 0.52658 -4.63850
F -6.83009 0.70494 -2.50532
F -7.71438 2.81056 -2.94905
F -6.79214 2.74648 -5.18495
F -8.16628 1.03338 -4.40644
C -0.88071 -1.32287 -3.09165
C -0.74389 -2.83012 -2.59321
C -2.16434 -3.54933 -2.98198
C -2.18106 -3.87147 -4.57149
O -3.24750 -4.09234 -5.20833
O -0.97006 -3.97815 -5.35661
C 1.64798 -0.78237 -2.88493
F 2.58629 0.30609 -3.17443
I 2.08392 -2.00572 -4.69989
H 2.38525 -4.61929 0.32702
H 2.53649 -2.79977 0.98507
H 1.88042 -3.63468 -2.02605
H 4.40287 -0.17373 -1.52944
H 4.25701 -1.57248 -0.36298
H 6.32226 -3.60594 -0.11954
H 6.77493 -6.21796 0.07008
H 5.93562 -7.89508 -1.90729
H 4.63102 -6.93679 -4.05984
H 4.19399 -4.28599 -4.22461
H 1.54420 -0.98601 0.58385
H 3.43432 0.78325 1.03539
H 0.55579 1.13923 -1.23710
H 0.60474 0.60813 -4.64557
H 0.60228 1.77964 -3.26316
H -1.62851 0.84141 -5.08558
H -2.25395 1.02900 -3.37707
H -1.53429 3.17996 -5.41553
H -0.57078 3.45507 -3.88794
H -2.67549 3.07196 -2.39339
H -2.58038 4.62495 -3.35740
H -1.90935 -0.98911 -2.68028
H -0.88617 -1.38414 -4.24675
H 0.04315 -3.47342 -3.09824
H -0.63802 -2.98316 -1.46955
H -2.22359 -4.55248 -2.44291
H -3.04040 -2.84761 -2.78465
H -0.78520 -3.12919 -5.81489
C 1.47300 5.10176 5.31099
C 1.76985 3.78715 6.06130
C 0.96664 3.75067 7.38123
C -0.53795 3.55339 7.22214
C -0.92190 2.78145 5.96244
C 0.19526 1.88272 5.38700
N 1.37142 2.71839 5.12909
O 2.42302 2.01807 4.58887
C -0.33209 1.34295 4.04281
C 0.43202 0.68332 6.32546
C 3.25815 3.81889 6.47320
H 2.05913 5.16962 4.39067
H 1.72208 5.97673 5.92395
H 0.41914 5.18642 5.03435
H 1.35158 2.94450 8.01519
H 1.14045 4.67012 7.95516
H -0.91929 3.03280 8.10754
H -1.04134 4.52571 7.20970
H -1.82358 2.19222 6.16551
H -1.22155 3.50854 5.19859
H -0.47192 2.15568 3.32225
H -1.29872 0.84965 4.17195
H 0.34847 0.61107 3.59820
H -0.49393 0.11028 6.45551
H 0.76738 0.98002 7.32220
H 1.17716 -0.00633 5.91998
H 3.46033 4.67922 7.12145
H 3.92262 3.91415 5.61122
H 3.53945 2.91919 7.02854

Forces on atoms 1 to 2 (eV/Å):
C -0.63 2.39 -1.61
C -0.57 -2.32 1.01

Atomic partial charges in e from the Mulliken method, atoms 1 to 6:
1 C -1.122
2 C 0.600
3 C 1.511
4 C -0.432
5 C -0.032
6 O -0.546